# C20H23N3O3

C20H23N3O3 in the gas phase (ωB97M-V/def2-TZVPD, the OMol25 dataset).

Its SMILES is CCOc1ccc(/C=N\NC(=O)CC(=O)NCCc2ccccc2)cc1. Its relative energy (zero: lowest compared OMol25 entry of this formula, charge and spin) is 2.049 eV. As for the total energy: -31726.1048 eV. The calculation puts the orbital gap at 9.090 eV. For the HOMO energy, the calculation gives -8.610 eV. Its LUMO energy is 0.01762 hartree. Its charge is 0.

Element x y z (Å)
1 C -6.186 -3.601 0.637
2 C -6.374 -2.829 -0.666
3 H -5.499 -2.938 -1.317
4 O -6.668 -1.462 -0.448
5 C -5.683 -0.598 -0.105
6 C -6.104 0.706 0.183
7 C -5.196 1.678 0.527
8 C -3.827 1.397 0.573
9 C -3.415 0.093 0.303
10 C -4.326 -0.895 -0.025
11 H -3.958 -1.891 -0.215
12 H -2.374 -0.180 0.404
13 C -2.897 2.467 0.932
14 N -1.738 2.731 0.477
15 N -1.187 2.012 -0.519
16 C 0.064 2.247 -0.997
17 O 0.473 1.614 -1.955
18 C 0.880 3.272 -0.258
19 H 1.139 4.074 -0.952
20 H 0.320 3.674 0.584
21 C 2.194 2.658 0.249
22 O 2.535 2.733 1.408
23 N 2.924 2.097 -0.734
24 H 2.445 1.901 -1.607
25 C 4.128 1.350 -0.459
26 H 4.841 1.521 -1.270
27 H 4.545 1.739 0.473
28 C 3.852 -0.155 -0.315
29 C 5.131 -0.892 -0.050
30 C 5.853 -1.462 -1.091
31 C 7.053 -2.107 -0.846
32 C 7.548 -2.187 0.444
33 C 6.837 -1.619 1.488
34 C 5.638 -0.975 1.241
35 H 5.084 -0.532 2.057
36 H 7.218 -1.679 2.497
37 H 8.483 -2.691 0.636
38 H 7.603 -2.549 -1.665
39 H 5.471 -1.403 -2.100
40 H 3.384 -0.520 -1.232
41 H 3.154 -0.299 0.512
42 H -1.738 1.311 -1.018
43 H -3.241 3.177 1.674
44 H -5.538 2.678 0.748
45 H -7.160 0.922 0.132
46 H -7.249 -3.210 -1.199
47 H -5.338 -3.220 1.199
48 H -7.077 -3.505 1.253
49 H -6.021 -4.652 0.417